(1)
{"formula": "C5H9F3N", "method": "ωB97M-V/def2-TZVPD", "symbols": ["H", "F", "H", "H", "C", "C", "H", "C", "F", "H", "H", "H", "C", "H", "F", "C", "H", "N"], "xyz": [[1.20667, 2.56472, 0.69708], [3.86753, -0.80320, -0.85998], [-0.45889, -0.87074, -1.40860], [-1.33959, -2.71790, -0.09590], [-0.33638, -2.59649, 0.04757], [-0.01208, 1.23146, -0.47538], [0.03829, -2.76277, 1.11493], [0.19770, 0.05227, 0.21262], [3.18466, 1.06636, -0.19582], [-0.20833, 1.33778, -1.47151], [-0.40463, 2.48696, 1.13548], [0.35054, -3.09319, -0.56344], [-0.17590, -1.16298, -0.36330], [-0.31919, 3.32296, -0.29944], [3.00257, -0.54422, 1.03772], [0.10378, 2.47179, 0.20910], [0.53525, -0.02130, 1.28367], [3.89628, 0.01344, 0.22345]], "forces_ev_per_a": [[-2.0804, 0.1513, -1.6183], [-0.0701, -0.2567, -0.2558], [-0.0341, -1.2791, 0.5402], [-2.6812, -1.4381, -0.4663], [3.1933, 3.3809, 3.2079], [0.9888, -0.6317, 3.0166], [-0.9514, 0.2377, -1.3308], [0.0521, -2.4292, 1.6192], [-0.4293, 1.4398, -0.7909], [-0.7725, -0.6434, -2.7410], [-0.8873, -0.5296, 1.3261], [0.4837, -1.4284, -1.4359], [-0.0532, 2.0059, -1.8966], [0.7674, 0.3944, -0.5122], [-0.7353, -1.1720, 1.1479], [2.2501, 1.4071, 1.4131], [-0.4137, 0.8223, -1.1414], [1.3732, -0.0311, -0.0820]], "relative_energy_kcal_mol": 192.4, "charge": 1, "max_force_ev_per_a": 5.650, "orbital_gap_ev": 9.3}


(2)
{"formula": "C5H9FN", "method": "ωB97M-V/def2-TZVPD", "symbols": ["H", "H", "H", "C", "H", "C", "C", "C", "H", "C", "N", "F", "H", "H", "H", "H"], "xyz": [[1.93790, 2.25385, -1.39373], [0.27140, 2.30295, -0.90438], [2.51582, 0.27455, -0.25258], [0.66236, -0.47693, 0.24117], [-0.17993, -0.94407, -1.65451], [-0.23415, -1.15456, -0.57201], [-3.13573, -0.78976, 1.93447], [1.49696, 0.70058, -0.02918], [1.76208, 1.11228, 0.93754], [1.08949, 1.53114, -1.16884], [-2.27612, -0.93345, 1.15892], [0.84177, -0.92439, 1.43025], [-1.10430, -0.68468, -0.11354], [-0.31989, -2.17499, -0.18135], [0.55214, 1.06055, -2.04203], [-3.87979, -1.15306, 2.60981]], "forces_ev_per_a": [[-0.9893, -1.3072, -0.5051], [1.0720, -1.2068, 0.2223], [-0.6940, -0.3796, -0.0731], [2.2607, 0.8768, 0.1840], [0.0019, -0.3286, 0.7241], [0.9049, -0.8499, -1.0760], [2.1324, -1.8101, -1.9324], [0.7013, -1.9080, 0.3026], [-0.4437, 0.9001, 0.1409], [-1.7291, 4.0843, -1.0845], [-2.6125, 1.2289, 2.4017], [-0.3492, -0.4178, 0.3117], [-1.1866, 0.3324, 0.0035], [-0.2054, 0.0208, -0.6671], [1.5294, 0.0669, 0.7117], [-0.3929, 0.6978, 0.3358]], "relative_energy_kcal_mol": 44.7, "charge": 1, "max_force_ev_per_a": 4.566, "orbital_gap_ev": 10.9}


(3)
{"formula": "C5H9FN3S", "method": "ωB97M-V/def2-TZVPD", "symbols": ["N", "H", "C", "C", "C", "H", "H", "H", "S", "F", "N", "N", "H", "H", "H", "H", "C", "H", "C"], "xyz": [[0.93101, -0.21514, -0.19185], [-4.93147, -1.03680, -0.43154], [3.45220, -0.21699, 0.06819], [-3.81473, -1.10784, -0.37270], [2.11065, -0.41039, -0.01718], [4.27332, -0.27276, 2.13654], [5.40053, 0.10948, 0.73253], [-3.74110, 0.99656, -0.30970], [-0.91126, -1.18516, -0.28051], [3.96923, -0.40158, -1.12564], [-1.25003, 1.41711, -0.43251], [-3.17407, 0.21186, -0.53854], [-3.43914, -1.77925, -1.18153], [-1.91190, 2.18568, -0.34375], [-3.49238, -1.64212, 0.53381], [-0.20631, 1.43483, -0.16890], [4.41868, 0.28190, 1.13273], [4.17469, 1.35573, 1.19745], [-1.85791, 0.27486, -0.40691]], "forces_ev_per_a": [[1.3918, 1.5789, 0.0172], [1.1917, 0.0865, 0.0674], [-0.2336, -0.3016, 0.3528], [-0.3299, -1.0209, -0.8588], [-1.9323, -0.1030, 0.8724], [0.2166, 1.1057, -1.6392], [0.4681, 0.0555, 0.0172], [-0.2032, 0.7395, -0.0179], [-0.0710, -0.9681, 0.1234], [1.0409, -0.0764, -0.8994], [1.5709, 1.5426, 0.8828], [-0.0988, -2.0605, 0.6118], [-0.6023, 0.6120, 0.2654], [1.0721, 0.4481, -0.0818], [-0.3463, 0.6223, 0.1110], [-2.2109, 0.2163, -0.6879], [-2.1505, -0.9853, 0.6766], [0.5090, -0.3214, 0.4603], [0.7174, -1.1702, -0.2734]], "relative_energy_kcal_mol": 44.2, "charge": 1, "max_force_ev_per_a": 2.460, "orbital_gap_ev": [7.8, 7.3]}


(4)
{"formula": "C5H9FOS", "method": "ωB97M-V/def2-TZVPD", "symbols": ["H", "H", "H", "H", "H", "H", "H", "C", "C", "H", "C", "C", "H", "S", "O", "C", "F"], "xyz": [[0.11191, -2.20219, 2.32188], [1.73727, 2.39855, -0.13892], [-1.31080, -2.31127, 0.25859], [2.03683, 0.77709, -0.82797], [-0.35233, -1.01140, -0.47601], [-1.71393, 2.16785, -1.09945], [0.39686, -2.58836, -0.14836], [-0.03759, 1.09379, -0.15599], [-0.31976, -1.84980, 0.22689], [-1.41474, 0.54589, -1.78716], [1.29984, 1.57768, -0.71418], [-0.94570, 1.42732, -1.33875], [1.07349, -0.89783, 1.58497], [0.48463, 2.08795, -2.27325], [-0.29892, 0.59717, 0.90212], [0.08589, -1.37318, 1.60364], [-0.83294, -0.43926, 2.06195]], "forces_ev_per_a": [[-0.0648, 0.1093, -0.1441], [-0.0790, -0.1144, -0.0586], [0.1106, 0.0163, 0.0013], [-0.0681, 0.0884, -0.0154], [-0.0228, -0.8684, 0.0670], [0.0989, -0.1074, -0.0065], [-0.0994, 0.0244, 0.1074], [0.3631, 0.7483, -0.2387], [-0.0093, -0.4052, -0.3208], [0.0554, 0.1307, 0.0332], [0.2007, -0.0977, -0.0248], [-0.1851, -0.0674, -0.0151], [-0.1850, -0.1326, 0.1148], [0.0016, -0.0141, -0.0019], [3.2476, 10.3073, -8.7258], [0.0446, -1.0076, 0.5604], [-3.4089, -8.6102, 8.6677]], "relative_energy_kcal_mol": 95.6, "charge": 0, "max_force_ev_per_a": 13.890, "orbital_gap_ev": 9.9}


(5)
{"formula": "C5H9FS", "method": "ωB97M-V/def2-TZVPD", "symbols": ["H", "H", "C", "C", "H", "H", "H", "H", "H", "C", "S", "C", "H", "F", "H", "C"], "xyz": [[-0.29811, -0.99351, -2.85666], [-0.31456, 1.19142, 2.03637], [-0.08427, -0.69207, -1.81216], [0.64024, -0.72167, 1.53515], [0.25424, -1.71521, -1.29050], [1.25963, 1.42925, 1.19139], [-1.82780, 0.77154, -1.56732], [-0.07211, -1.44101, 1.48955], [-1.78217, -0.64750, -0.46852], [0.33820, 0.70974, 1.18617], [1.27342, 0.50213, -1.71987], [-0.24499, 0.97797, -0.15957], [1.03356, -0.63917, 2.67551], [-0.61436, 2.26120, -0.34458], [1.58264, -1.04210, 1.11155], [-1.14357, 0.04897, -1.00650]], "forces_ev_per_a": [[-0.2503, 0.3878, 0.5920], [0.6337, -0.8531, -1.7607], [0.7254, -2.6036, -0.0257], [4.5299, 2.5527, 3.6380], [-0.9021, 2.2174, -0.8686], [-1.2883, -1.6637, 0.2663], [1.0894, -1.1868, 0.3069], [-2.3969, -1.8309, -0.3358], [-0.1580, 0.1152, 0.4176], [-0.0815, 2.7632, 1.1974], [-1.4745, 0.7451, 1.9035], [1.3959, -0.6060, -2.6915], [-1.2844, -0.4588, -2.2465], [0.0700, 0.0843, 0.6469], [-0.0815, -0.2753, -0.8190], [-0.5269, 0.6124, -0.2210]], "relative_energy_kcal_mol": 50.9, "smiles": "CC[C@]1(F)CCS1", "charge": 0, "max_force_ev_per_a": 6.346, "orbital_gap_ev": 8.8}


(6)
{"formula": "C5H9IN", "method": "ωB97M-V/def2-TZVPD", "symbols": ["N", "H", "C", "C", "C", "H", "H", "I", "H", "C", "C", "H", "H", "H", "H", "H"], "xyz": [[-0.85862, 0.04454, 0.08409], [-0.44967, -1.00838, -1.66711], [-1.05699, -1.20879, 0.93146], [1.35399, 0.97989, 0.17413], [1.28588, 0.17797, -1.02034], [2.13372, 1.62063, 0.49753], [1.93332, -0.76817, -1.00486], [-0.63463, 2.08062, 2.43376], [1.92681, 0.68583, -1.82966], [-0.16668, -0.09295, -1.25920], [0.07228, 0.88284, 0.82044], [-1.74459, 0.53066, 0.03733], [-1.70615, -1.08626, 1.84378], [-0.06301, -1.27868, 1.47597], [-1.40340, -2.15797, 0.47972], [-0.62226, 0.59822, -1.99702]], "forces_ev_per_a": [[0.0026, -0.5878, 0.8195], [0.0479, -1.9416, -0.3971], [1.1352, -0.8158, 2.3736], [-5.8688, -0.4396, 3.0963], [3.6096, -1.3870, -2.3648], [0.5937, 0.2033, 0.3612], [-1.0525, 0.8290, 0.6178], [0.3286, -0.8774, -0.8568], [-1.7608, -0.3120, 0.5550], [-1.0409, 1.0938, -1.0147], [4.5250, 2.8272, -0.6209], [-0.3549, 0.1570, -0.4565], [0.0819, 0.7920, -1.3440], [-0.9561, -0.7061, -1.1294], [0.4832, 0.9255, -0.5394], [0.2262, 0.2394, 0.9003]], "relative_energy_kcal_mol": 29.9, "smiles": "C[N@@H+]1CCC=C1I", "charge": 1, "max_force_ev_per_a": 6.650, "orbital_gap_ev": 9.5}


(7)
{"formula": "C5H9MgO4Tb", "method": "ωB97M-V/def2-TZVPD", "symbols": ["H", "H", "C", "C", "Mg", "H", "H", "O", "H", "C", "H", "O", "O", "O", "C", "Tb", "H", "H", "C", "H"], "xyz": [[1.41493, 1.08446, -0.99046], [0.79072, 0.63265, 3.70179], [1.24378, 0.57777, 1.09487], [0.81271, -0.36870, 3.25027], [-1.44624, -0.56038, 1.06897], [0.10545, -1.02497, 3.76641], [1.25221, -0.67350, -0.66600], [0.41354, -0.28924, 1.88035], [-0.47742, 0.08930, -2.74577], [-1.05057, -0.06409, -1.69937], [1.04681, 1.62009, 1.38534], [-2.47334, -1.36675, -0.35495], [0.09053, 0.34257, -4.97988], [-0.49316, 0.40835, -0.49351], [0.92513, 0.33161, -0.35787], [-1.40928, 1.68156, -4.53442], [2.30077, 0.34732, 1.28629], [1.82524, -0.78863, 3.30791], [-2.14474, -0.84079, -1.51855], [-2.72709, -1.13865, -2.40143]], "forces_ev_per_a": [[-0.1012, -0.2150, 0.1195], [0.0382, -0.2656, -0.0743], [0.5065, 0.5248, -0.3136], [0.2475, 0.0295, 0.6463], [0.1965, -0.2837, -1.3884], [0.2086, 0.1037, -0.0692], [-0.0024, 0.2763, 0.0192], [-0.9059, -0.2942, -0.1252], [-0.9947, -0.2524, 2.2749], [0.0372, 0.0165, -2.5826], [0.0125, -0.2279, -0.0212], [-0.2587, 0.7355, 1.3323], [-3.7996, 3.3253, 1.6628], [0.1890, 0.1291, 0.7108], [0.4525, -0.2672, -0.3139], [3.5084, -3.0697, -1.3921], [-0.2708, 0.0203, 0.0046], [-0.2989, 0.0925, 0.0295], [1.0386, -0.3090, -0.8747], [0.1966, -0.0686, 0.3553]], "spin_multiplicity": 8, "relative_energy_kcal_mol": 45.9, "charge": 1, "max_force_ev_per_a": 5.316, "orbital_gap_ev": [5.0, 3.4]}


(8)
{"formula": "C5H9MgO4Tb", "method": "ωB97M-V/def2-TZVPD", "symbols": ["O", "C", "H", "O", "H", "H", "Tb", "C", "C", "H", "C", "Mg", "H", "H", "O", "H", "H", "H", "O", "C"], "xyz": [[0.43082, 0.24034, 0.82425], [1.73725, 0.81629, 0.62158], [-3.80802, -0.61229, 0.34664], [0.52411, 2.65265, -0.28883], [4.34721, -0.32294, -0.94063], [-1.62714, -1.48360, 1.10735], [4.04325, 0.14749, 1.73187], [-1.26559, -1.24112, 0.09513], [1.63184, 2.09185, 0.15255], [-1.48601, -2.08844, -0.57073], [-3.32780, -0.25785, -0.57739], [-1.05892, 1.71453, 0.43179], [0.57853, -0.81499, -0.93608], [2.56072, 2.68265, 0.07646], [4.91907, -0.42420, -0.09556], [0.76470, -1.79347, 0.54807], [-3.48923, -0.98913, -1.38147], [-3.75508, 0.70813, -0.86621], [-1.93319, -0.07074, -0.37251], [0.21349, -0.95518, 0.09371]], "forces_ev_per_a": [[-1.2255, 0.2361, 0.0207], [1.9254, 0.6185, 1.2602], [0.1031, 0.0634, -0.2388], [-1.9687, 0.3266, 0.5830], [1.5741, -0.2841, 2.0664], [0.0370, 0.0672, -0.2247], [-0.5360, -0.2169, -2.6800], [0.3082, -0.7872, 0.3288], [0.7884, -1.0816, -0.0030], [-0.0029, 0.2629, 0.1275], [-0.7518, -0.2022, -0.1331], [2.1825, -0.7890, -1.0874], [-0.1049, -0.0655, 0.2539], [-0.4125, -0.1042, -0.1198], [-2.2513, 0.7829, -0.2400], [-0.1507, 0.2125, -0.1125], [0.0201, 0.2382, 0.2176], [0.0483, -0.2487, -0.0179], [0.1406, 1.2847, 0.3352], [0.2768, -0.3136, -0.3362]], "spin_multiplicity": 8, "relative_energy_kcal_mol": 14.4, "charge": 1, "max_force_ev_per_a": 2.742, "orbital_gap_ev": [3.7, 5.7]}